No. 1
Here is a 12-piece molecular cluster, C30H71N11O12 overall at a distorted geometry from the OMol25 dataset. Energies are from wB97M-V/def2-TZVPD.

```
124
Properties=species:S:1:pos:R:3:forces:R:3
C 0.74999 -2.58621 -4.31360 -0.258 0.734 -1.408
C 1.48622 -3.90174 -4.17384 -1.016 -0.198 -0.719
N 2.30451 -3.93435 -2.97628 -0.353 -0.287 0.515
C 1.44118 -4.36564 -1.85970 0.845 -0.557 0.833
C 2.14631 -4.24210 -0.50816 -0.378 0.457 0.648
C 3.42308 -4.91255 -3.14624 -0.789 1.758 -0.037
C 4.53392 -4.24760 -3.96107 0.319 -1.788 -0.457
H 0.24727 -2.47595 -5.28565 0.121 -0.542 -0.050
H 1.45033 -1.74982 -4.35845 -0.040 0.034 0.626
H -0.08449 -2.41132 -3.63512 0.429 -0.047 0.563
H 0.72478 -4.70594 -4.21542 0.104 -0.091 0.580
H 2.03445 -4.15938 -5.08470 0.496 0.600 0.184
H 1.12982 -5.40565 -2.04249 0.035 -0.122 0.088
H 0.50409 -3.82144 -1.73374 0.135 0.457 -0.668
H 1.44954 -4.46832 0.30216 -0.105 -0.259 -0.060
H 2.42142 -3.20471 -0.29570 0.126 0.019 -0.250
H 3.03281 -4.84463 -0.32102 -0.039 -0.146 -0.329
H 3.81707 -5.13421 -2.16007 -0.061 -0.327 -0.043
H 2.93471 -5.78094 -3.60139 0.711 -0.400 -0.096
H 5.23916 -5.04829 -4.22078 0.123 0.113 0.058
H 4.19717 -3.89923 -4.93627 -0.123 0.427 0.180
H 5.11557 -3.51780 -3.40591 -0.357 0.289 0.050
O -2.94189 0.50870 -1.12751 -0.222 -0.137 -0.153
C -1.89162 0.20551 -0.64408 -0.623 0.655 0.197
C -1.29281 -1.15473 -0.43339 1.088 0.133 0.021
C 0.17626 -0.81340 -0.19641 0.536 -0.316 0.435
C 0.13483 0.61543 0.35397 -0.216 -0.657 -0.063
O -1.05180 1.19452 -0.21618 0.521 -0.302 -0.343
H -1.61613 -1.63473 0.48927 -0.765 0.178 -0.176
H -1.46553 -1.77571 -1.30837 -0.179 -0.104 0.096
H 0.62482 -1.48628 0.53623 0.082 0.000 -0.041
H 0.81391 -0.85923 -1.08151 -0.238 0.057 -0.171
H -0.01905 0.65118 1.43208 0.411 -0.111 -0.035
H 1.04115 1.13322 0.04983 -0.260 0.497 0.130
C -0.20013 6.07358 -1.97773 0.747 0.703 0.903
C -1.31487 5.11802 -2.14889 -0.995 -0.482 -1.234
N -1.33745 3.98646 -1.43047 0.100 0.036 0.317
O -2.22631 5.34820 -2.95459 0.356 0.385 0.718
H -0.58588 6.93047 -1.41559 -0.232 0.052 -0.287
H 0.18385 6.44204 -2.92426 -0.043 -0.106 -0.056
H 0.59612 5.72750 -1.31565 0.052 -0.349 -0.303
H -2.23825 3.54349 -1.35029 0.297 -0.493 -0.415
H -0.55421 3.61228 -0.91615 -0.082 0.242 0.330
C -4.61456 -0.64540 2.94068 -1.414 -1.119 0.127
C -3.19941 -0.46811 3.40793 -0.351 1.172 -1.227
N -2.91737 -0.42771 4.71296 0.473 -0.028 -0.271
O -2.33833 -0.22600 2.54694 0.315 -0.193 0.311
H -4.71666 -1.45918 2.21946 0.541 -0.169 0.033
H -5.08157 0.17776 2.39786 0.729 0.510 0.201
H -5.33890 -0.90947 3.71937 0.311 0.109 0.254
H -3.63099 -0.61011 5.39176 0.010 0.094 0.126
H -1.96031 -0.10375 4.96629 -0.500 -0.435 0.375
C -5.34342 3.05557 -2.91874 1.139 0.827 0.616
C -5.13126 3.28809 -4.40079 -0.767 -0.253 -1.275
N -4.03516 4.01522 -4.74770 -0.739 -0.381 2.011
O -5.89135 2.82007 -5.23998 0.149 -0.067 0.372
H -4.69506 3.71923 -2.32917 0.055 0.037 -0.173
H -4.97061 2.06092 -2.67212 -0.478 -0.186 -0.031
H -6.33455 3.27678 -2.53597 -0.292 -0.488 -0.471
H -3.55253 4.36000 -3.91956 0.832 0.280 -1.003
H -3.67337 3.96999 -5.67709 0.095 0.184 -0.154
C 0.64414 2.67863 5.62393 -0.992 0.496 -0.270
C -0.18303 1.58755 4.96483 1.527 -1.615 0.744
N -0.47333 1.75026 3.67794 0.317 0.085 0.120
O -0.40477 0.51189 5.55851 -0.507 0.826 -0.113
H -0.00329 3.56176 5.63299 0.319 0.211 -0.131
H 1.52882 2.88265 5.02263 0.000 0.093 0.020
H 0.91471 2.48428 6.65570 -0.016 -0.475 -0.085
H -0.97148 1.01101 3.18204 -0.083 0.114 0.048
H -0.11238 2.57083 3.21860 -0.583 0.181 -0.245
C -2.66596 -4.69154 0.93487 0.233 -1.039 1.085
C -4.04447 -4.36192 0.46553 -0.161 1.268 -0.367
N -4.49229 -4.94994 -0.67260 0.025 -0.070 0.336
O -4.70967 -3.48988 1.01504 0.120 -0.581 -0.015
H -2.38149 -5.74178 0.82822 -0.088 0.027 -0.512
H -2.67514 -4.58138 2.02006 0.195 0.452 -0.099
H -1.87675 -4.07755 0.50892 -0.168 0.170 -0.070
H -3.97569 -5.67629 -1.13106 -0.131 -0.065 -0.039
H -5.43877 -4.72309 -0.92498 0.027 -0.132 -0.276
C 2.60447 3.46470 -1.19343 1.809 0.841 0.100
C 2.35612 3.88576 0.23863 -1.559 -0.812 -0.537
N 3.41019 4.25236 1.00672 0.377 0.112 0.025
O 1.22018 3.78026 0.68393 0.270 0.160 0.364
H 2.36825 4.24931 -1.91333 -0.484 0.005 0.154
H 2.10668 2.53552 -1.44392 -0.123 0.017 0.112
H 3.68823 3.35241 -1.30558 -0.129 -0.458 -0.270
H 3.26157 4.44366 1.98323 -0.216 0.240 -0.057
H 4.26540 4.57631 0.59110 0.033 -0.067 -0.046
C 3.38418 0.76796 2.66689 0.807 0.437 -0.921
C 3.92600 0.30956 1.31447 -0.003 -0.042 -0.388
N 4.52551 1.23425 0.52748 -0.230 -0.382 0.867
O 3.83159 -0.85304 0.93094 -0.415 -0.120 0.324
H 4.06679 0.36120 3.41089 -0.319 -0.126 0.253
H 2.35267 0.45736 2.79873 0.048 -0.211 0.135
H 3.45089 1.85697 2.69518 -0.172 -0.003 0.257
H 4.66416 2.15697 0.89119 0.003 0.144 -0.209
H 4.86616 0.93434 -0.38824 -0.050 0.261 -0.114
C 3.94650 -0.38463 -4.17828 1.382 -1.312 -0.749
C 4.11843 -0.24553 -2.68429 -0.159 0.484 -0.371
N 3.53752 -1.18469 -1.93365 -0.805 -0.476 1.027
O 4.76071 0.69946 -2.21701 -0.135 -0.123 0.043
H 3.97526 -1.45242 -4.43357 -0.783 0.036 0.131
H 4.86046 -0.09113 -4.70296 -0.093 0.712 0.344
H 3.10519 0.10676 -4.65581 -0.204 0.069 0.388
H 3.04638 -2.01899 -2.24984 0.193 0.186 -0.897
H 3.45209 -1.08810 -0.91736 0.775 0.316 -0.197
C 0.03743 -2.49497 3.94673 -0.215 -0.723 0.938
C 0.06136 -4.01656 4.04121 -0.012 -0.011 -1.462
N 0.18034 -4.56891 5.26831 0.122 0.015 0.881
O -0.05330 -4.73049 3.04990 0.126 0.256 0.279
H 0.26181 -2.11183 2.95957 0.054 -0.283 -0.159
H 0.72379 -2.08304 4.68668 -0.132 0.261 -0.046
H -0.98581 -2.21442 4.20998 0.136 0.298 -0.001
H 0.18466 -4.05592 6.13211 0.069 0.319 -0.223
H 0.25312 -5.56551 5.36510 -0.141 -0.095 -0.325
C -2.71042 3.21219 1.45835 -0.035 0.120 0.378
C -2.09296 4.44454 2.08623 1.096 -0.467 0.628
N -2.38300 5.63502 1.51793 -0.214 0.054 -0.081
O -1.31811 4.40675 3.04589 -0.594 0.005 -0.583
H -2.12918 2.30898 1.62088 0.249 0.276 0.037
H -2.82252 3.35158 0.38480 -0.436 -0.114 0.345
H -3.65391 3.00892 1.96974 -0.221 0.182 -0.305
H -1.99997 6.43591 1.98895 -0.114 0.155 -0.091
H -3.09256 5.74315 0.81536 0.046 0.019 -0.011
```
Forces are in eV/Å.

Values from the calculation:
Kohn-Sham gap in eV: 9.0
HOMO energy in eV: -8.71

No. 2
Here is a 5-piece molecular cluster, C30H71NO18P5 overall at a distorted geometry from the OMol25 dataset. Energies are from wB97M-V/def2-TZVPD.

```
125
Properties=species:S:1:pos:R:3:forces:R:3
C -0.53112 -0.97963 0.55270 0.145 -0.285 0.066
C -0.56158 -0.59652 1.91142 -0.155 0.446 0.579
C -1.40763 0.49518 2.02906 0.551 -0.837 -0.554
N -1.86125 0.74456 0.77317 -1.764 0.818 -0.803
C -2.75820 1.81453 0.34808 0.385 0.413 0.248
C -1.95501 2.96565 -0.31613 -0.270 -1.191 0.354
C -0.63586 3.20340 0.40567 0.075 0.985 0.233
C 0.15915 4.45344 -0.07009 -0.066 -0.651 -0.070
C -0.11054 4.89164 -1.50844 0.466 0.538 0.040
C 0.52075 3.97838 -2.56097 0.160 0.015 0.230
C 2.04598 3.86000 -2.45372 0.213 0.595 -0.307
C 2.75388 3.54907 -3.78578 0.521 -0.475 0.847
C 2.78144 2.06844 -4.17470 -0.623 0.097 -1.053
C 1.40486 1.36773 -4.25094 0.202 -0.440 0.371
C 1.11059 0.52458 -2.99068 -0.074 -0.121 -0.792
C 2.00062 -0.74546 -2.96138 -0.777 0.643 0.902
C 2.88409 -0.94046 -1.70079 1.298 -0.014 -1.970
C 3.43440 0.31787 -0.97065 0.251 0.021 1.773
O 4.66586 0.81075 -1.44786 -1.733 -1.191 -0.367
P 5.47847 -0.64078 -2.05348 2.029 0.714 -1.025
O 4.04674 -1.62630 -2.21102 -0.613 0.210 1.687
C -1.37134 -0.13299 -0.13898 0.958 -0.845 0.785
H 0.06038 -1.78913 0.15732 -0.062 0.022 -0.162
H -0.03714 -1.02888 2.74801 0.129 -0.124 -0.122
H -1.68385 1.09514 2.87738 -0.089 0.061 -0.032
H -3.33424 2.17284 1.20322 0.204 -0.042 0.148
H -3.48613 1.39749 -0.34923 0.036 0.004 -0.047
H -2.60624 3.84034 -0.29159 0.180 0.149 -0.314
H -1.76868 2.62102 -1.33533 -0.030 0.476 -0.159
H 0.03078 2.34275 0.36848 -0.274 -0.222 -0.149
H -0.87609 3.36934 1.46208 0.131 -0.196 0.046
H 1.21736 4.18572 -0.02146 0.019 0.163 0.130
H 0.03046 5.26124 0.65271 -0.209 0.158 -0.214
H 0.34407 5.88409 -1.62668 -0.009 -0.024 -0.056
H -1.17104 5.04597 -1.72427 -0.048 -0.162 0.145
H 0.08933 2.97842 -2.49194 -0.169 0.055 -0.189
H 0.30138 4.40171 -3.54539 -0.186 -0.191 -0.037
H 2.35972 3.14845 -1.68759 -0.031 -0.112 -0.084
H 2.45292 4.82804 -2.13019 -0.197 0.023 0.121
H 2.36682 4.19371 -4.58134 -0.243 -0.176 -0.031
H 3.79910 3.84907 -3.65372 -0.007 0.012 -0.070
H 3.19981 2.02447 -5.18882 0.177 0.020 0.097
H 3.46301 1.47821 -3.55898 0.011 0.234 0.218
H 0.58267 2.06012 -4.44341 0.135 0.154 -0.082
H 1.42245 0.67403 -5.09624 -0.124 0.041 -0.002
H 0.06501 0.19749 -3.02425 -0.071 0.230 0.114
H 1.24137 1.16666 -2.12027 -0.039 -0.225 0.180
H 1.33373 -1.61165 -3.01667 0.131 -0.080 -0.152
H 2.62839 -0.76846 -3.84877 0.230 0.018 0.150
H 2.39270 -1.63004 -1.00717 -0.167 0.383 0.266
H 3.63469 -0.06438 0.05012 -0.177 0.040 0.037
H 2.75362 1.15755 -0.79795 -0.312 -0.185 -0.369
H 6.68726 0.16747 -1.99598 -0.018 -0.006 -0.134
H 5.08560 -0.17779 -3.37911 0.752 -0.004 -0.227
H 6.32005 -1.72047 -2.53348 -0.459 -0.267 -0.074
H 5.70259 -1.02623 -0.66395 -0.208 -0.237 0.040
H -1.60709 -0.14344 -1.18807 -0.176 0.345 -0.001
C 5.94376 -4.33949 0.26251 -0.122 -0.146 -0.193
O 6.76650 -3.88417 1.34993 -0.013 3.297 -0.669
P 8.37048 -3.52369 1.00455 1.897 -7.551 1.043
O 8.60061 -4.84016 0.30150 -0.013 0.545 -0.471
O 8.73725 -3.56846 2.58087 0.448 0.896 -0.270
C 8.36465 -4.71375 3.33664 -0.336 -0.062 0.258
O 9.77196 -2.81108 0.52753 -2.153 2.958 0.207
C 10.95143 -3.59109 0.61999 0.408 -0.303 -0.038
H 4.89742 -4.20958 0.53113 0.093 0.246 0.174
H 6.14329 -3.78215 -0.65051 -0.103 -0.012 -0.016
H 6.14484 -5.39749 0.10301 0.143 0.039 -0.048
H 8.30485 -5.60334 2.70879 -0.001 0.081 -0.105
H 7.40581 -4.54398 3.82584 -0.020 -0.036 -0.036
H 9.12679 -4.86488 4.10132 0.067 0.111 -0.058
H 10.93902 -4.39171 -0.11596 -0.159 -0.050 0.079
H 11.07797 -4.00001 1.62347 -0.083 -0.028 -0.020
H 11.78576 -2.92424 0.40042 -0.142 0.158 0.053
C 2.73818 0.84660 -10.13398 0.233 -0.090 -0.229
O 2.05057 1.92157 -9.47735 0.946 -0.928 2.651
P 0.71368 1.55049 -8.59302 -5.435 1.831 -4.167
O -0.04982 0.74342 -9.59840 0.856 -0.517 0.424
O 0.25821 3.10427 -8.55858 0.085 0.020 0.295
C 0.02548 3.77926 -9.78931 0.302 0.211 -0.124
O -0.11910 1.23197 -7.22852 3.276 -0.311 1.034
C -1.53597 1.27348 -7.31423 -0.531 -0.146 -0.041
H 3.75563 1.17678 -10.33452 -0.024 0.083 0.139
H 2.76742 -0.04829 -9.51769 0.003 -0.042 -0.063
H 2.24235 0.62815 -11.07772 -0.148 -0.041 0.093
H -0.27717 3.08555 -10.57472 0.024 -0.077 0.057
H 0.92284 4.31594 -10.09824 0.007 -0.018 -0.050
H -0.77332 4.50081 -9.62253 -0.007 -0.037 0.095
H -1.90954 0.44091 -7.90670 0.095 0.051 -0.124
H -1.87742 2.22072 -7.73148 0.093 -0.019 -0.056
H -1.91147 1.17653 -6.29611 0.203 0.040 0.054
C -3.21200 -3.13471 2.57317 0.298 -0.205 -0.004
O -4.60035 -2.91419 2.27217 0.508 1.760 -2.712
P -5.26054 -1.44916 2.67547 -2.842 -1.965 7.271
O -4.78932 -1.47486 4.10437 0.936 0.078 -0.227
O -6.76042 -2.03364 2.50311 -0.071 0.334 -0.601
C -7.11727 -3.20675 3.22239 -0.068 -0.510 -0.178
O -5.82963 0.11237 2.74326 1.092 0.284 -3.200
C -6.58369 0.43737 3.91934 0.002 0.130 0.213
H -2.85765 -3.93773 1.92972 -0.117 0.071 -0.123
H -2.61371 -2.24325 2.39516 0.041 -0.042 0.054
H -3.11836 -3.44209 3.61269 -0.103 0.159 0.051
H -6.52637 -3.31065 4.13277 0.107 0.045 -0.063
H -6.98837 -4.09147 2.59943 0.066 -0.014 0.029
H -8.17083 -3.12912 3.49076 -0.003 0.173 -0.074
H -5.94003 0.46514 4.79546 0.074 -0.178 -0.077
H -7.40181 -0.26676 4.07104 0.070 -0.057 -0.054
H -6.99698 1.43416 3.76692 0.041 -0.044 -0.311
C -7.00687 -2.06695 6.86027 -0.037 -0.114 -0.431
O -6.45640 -1.23303 7.89522 1.420 -2.167 0.933
P -6.88598 -1.54323 9.43798 -3.804 4.462 1.323
O -8.37212 -1.61944 9.36775 0.477 -0.755 -0.222
O -6.32802 -0.11076 9.93570 0.032 -0.180 0.290
C -6.93376 1.07477 9.42815 0.155 0.163 -0.264
O -6.50317 -2.26897 10.83555 1.973 -1.280 -2.053
C -7.27496 -1.90627 11.97483 -0.371 -0.017 0.414
H -6.36607 -1.99349 5.98416 0.259 0.104 0.139
H -7.06015 -3.10518 7.18016 -0.104 -0.018 -0.053
H -7.99887 -1.70792 6.58971 -0.074 -0.027 0.253
H -7.97251 0.90311 9.14404 0.013 -0.091 0.011
H -6.37289 1.44166 8.56849 -0.026 -0.016 -0.038
H -6.89865 1.82619 10.21545 0.034 -0.066 0.052
H -8.29109 -2.28506 11.88584 -0.015 0.084 -0.145
H -7.28280 -0.82607 12.11492 0.002 -0.007 -0.114
H -6.80052 -2.37393 12.83609 0.139 -0.024 -0.126
```
Forces are in eV/Å.

Values from the calculation:
Total charge: -1
Kohn-Sham gap in eV: 3.7
HOMO energy in eV: -4.21